The following is a quantum chemistry calculation of 2 unconnected molecules or ions with the total composition C12H22BrCl4NO6P, from the OMol25 dataset.

```
! RIJCOSX wB97M-V def2-TZVPD def2/J DEFGRID3
* xyz -1 1
C 5.325 1.140 0.607
C 3.900 0.462 0.893
O 3.773 -0.881 0.300
C 2.395 -0.918 -0.203
N 1.985 -2.224 -0.758
Br 2.952 -2.725 -2.275
C 0.496 -2.337 -0.955
C -0.126 -1.336 -2.030
C -0.423 0.155 -1.540
P -2.215 0.732 -1.877
O -2.739 0.012 -3.137
O -3.225 0.598 -0.518
C -4.486 -0.060 -0.820
C -5.093 -0.533 0.621
O -2.095 2.408 -2.317
C -2.278 3.255 -1.146
C -1.141 3.067 -0.026
C -0.243 -2.403 0.461
O -0.971 -1.506 0.998
O -0.106 -3.612 1.155
H 5.669 1.085 -0.481
H 5.190 2.270 0.832
H 6.088 0.758 1.365
H 3.708 0.429 2.040
H 3.105 1.194 0.472
H 1.712 -0.492 0.600
H 2.377 -0.160 -1.088
H 0.357 -3.394 -1.410
H -1.100 -1.826 -2.417
H 0.547 -1.255 -2.968
H -0.106 0.365 -0.449
H 0.227 0.876 -2.173
H -4.336 -1.037 -1.417
H -5.242 0.643 -1.316
H -5.626 -1.529 0.439
H -4.228 -0.631 1.360
H -5.833 0.253 1.000
H -2.208 4.342 -1.530
H -3.328 3.166 -0.680
H -0.089 2.946 -0.485
H -1.083 3.917 0.734
H -1.347 2.083 0.538
C 1.971 -1.463 3.918
Cl 2.165 -2.813 2.791
Cl 3.419 -1.333 4.947
Cl 1.762 0.049 3.004
Cl 0.543 -1.740 4.937
*
```

Calculated values
Kohn-Sham gap in hartree: 0.2582

Atomic partial charges in e from the natural (NBO) method, atoms 1 to 8: -0.64, -0.09, -0.56, 0.06, -0.49, 0.14, -0.16, -0.45